1) Density functional theory data (ωB97M-V with the def2-TZVPD basis set) for 2 unconnected molecules or ions with the total composition C3H7O3.

Bonds (Å) are listed after each position.
Positions of all 13 atoms, in Å:
1 C -0.147 1.643 -1.949  C2 1.542, H5 1.088, H6 1.090, H7 1.086
2 C -0.822 0.631 -1.000  C1 1.542, O3 1.267, O4 1.246
3 O -0.247 -0.481 -0.803  C2 1.267
4 O -1.967 0.940 -0.617  C2 1.246
5 H -0.587 2.606 -1.699  C1 1.088
6 H -0.396 1.346 -2.967  C1 1.090
7 H 0.937 1.641 -1.876  C1 1.086
8 C 0.798 -1.373 2.053  O9 1.401, H11 1.066, H12 1.107, H13 1.091
9 O -0.367 -1.868 1.454  C8 1.401, H10 0.992
10 H -0.487 -1.376 0.601  O9 0.992
11 H 1.434 -0.866 1.365  C8 1.066
12 H 0.580 -0.642 2.856  C8 1.107
13 H 1.272 -2.201 2.582  C8 1.091

E_LUMO   4.21 eV
Net charge   -1
Highest occupied orbital energy   -4.37 eV
Kohn-Sham gap   0.3155 hartree

---

2) Density functional theory data (ωB97M-V with the def2-TZVPD basis set) for 2 unconnected molecules or ions with the total composition C3H7O3.

Bonds (Å) are listed after each position.
Positions of all 13 atoms, in Å:
1 C 2.132 0.590 1.295  C2 1.599, H5 0.955, H6 1.030, H7 1.127
2 C 0.700 -0.119 1.343  C1 1.599, O3 1.242, O4 1.218
3 O 0.714 -1.191 1.971  C2 1.242
4 O -0.239 0.425 0.789  C2 1.218
5 H 2.217 1.534 1.409  C1 0.955
6 H 2.415 0.416 0.320  C1 1.030
7 H 2.805 0.061 2.028  C1 1.127
8 C -1.162 -0.365 -2.064  O9 1.346, H11 1.035, H12 1.138, H13 1.150
9 O -1.958 0.534 -2.672  C8 1.346, H10 1.089
10 H -2.616 1.178 -2.090  O9 1.089
11 H -0.368 0.124 -1.614  C8 1.035
12 H -1.803 -0.978 -1.352  C8 1.138
13 H -0.800 -1.117 -2.854  C8 1.150

E_LUMO   3.66 eV
Net charge   -1
Highest occupied orbital energy   -3.82 eV
Kohn-Sham gap   0.2749 hartree

---

Stability ranking, top entry: 1); the second entry is 42.8 kcal/mol less favorable.

---

1) Density functional theory data (ωB97M-V with the def2-TZVPD basis set) for 2 unconnected molecules or ions with the total composition C3H7O3.

Bonds (Å) are listed after each position.
Positions of all 13 atoms, in Å:
1 C 0.359 -0.374 2.620  C2 1.551, H5 1.095, H6 1.084, H7 1.090
2 C -0.088 0.027 1.190  C1 1.551, O3 1.260, O4 1.242
3 O 0.809 -0.056 0.309  C2 1.260
4 O -1.264 0.406 1.060  C2 1.242
5 H 0.068 0.390 3.349  C1 1.095
6 H 1.438 -0.474 2.615  C1 1.084
7 H -0.175 -1.276 2.918  C1 1.090
8 C -0.240 0.548 -2.591  O9 1.414, H11 1.093, H12 1.090, H13 1.097
9 O 0.530 -0.607 -2.323  C8 1.414, H10 0.968
10 H 0.675 -0.646 -1.367  O9 0.968
11 H -0.062 1.291 -1.810  C8 1.093
12 H 0.043 0.880 -3.590  C8 1.090
13 H -1.313 0.323 -2.549  C8 1.097

E_LUMO   4.30 eV
Net charge   -1
Highest occupied orbital energy   -4.38 eV
Kohn-Sham gap   0.3190 hartree

---

2) Density functional theory data (ωB97M-V with the def2-TZVPD basis set) for 2 unconnected molecules or ions with the total composition C3H7O3.

Bonds (Å) are listed after each position.
Positions of all 13 atoms, in Å:
1 C 0.047 2.136 -0.651  C2 1.576, H5 1.088, H6 1.090, H7 1.093
2 C 0.784 1.274 0.443  C1 1.576, O3 1.269, O4 1.238
3 O 1.217 0.174 -0.017  C2 1.269
4 O 1.047 1.821 1.522  C2 1.238
5 H -0.824 1.669 -1.106  C1 1.088
6 H 0.867 2.361 -1.332  C1 1.090
7 H -0.260 3.086 -0.208  C1 1.093
8 C -0.681 -2.256 -0.010  O9 1.390, H11 1.114, H12 1.090, H13 1.098
9 O 0.170 -2.064 1.071  C8 1.390, H10 0.968
10 H 0.563 -1.180 1.100  O9 0.968
11 H -1.531 -2.878 0.353  C8 1.114
12 H -1.133 -1.312 -0.314  C8 1.090
13 H -0.266 -2.830 -0.849  C8 1.098

E_LUMO   4.16 eV
Net charge   -1
Highest occupied orbital energy   -4.37 eV
Kohn-Sham gap   0.3136 hartree

---

3) Density functional theory data (ωB97M-V with the def2-TZVPD basis set) for 2 unconnected molecules or ions with the total composition C3H7O3.

Bonds (Å) are listed after each position.
Positions of all 13 atoms, in Å:
1 C -0.812 -1.550 -1.296  C2 1.561, H5 1.093, H6 1.102, H7 1.093
2 C -0.652 -0.083 -1.807  C1 1.561, O3 1.276, O4 1.239
3 O -0.553 0.732 -0.830  C2 1.276
4 O -0.426 0.162 -2.999  C2 1.239
5 H -0.710 -2.336 -2.049  C1 1.093
6 H -1.827 -1.563 -0.866  C1 1.102
7 H -0.233 -1.754 -0.392  C1 1.093
8 C 1.094 1.307 1.813  O9 1.403, H11 1.093, H12 1.098, H13 1.090
9 O 0.485 0.045 1.754  C8 1.403, H10 0.958
10 H -0.250 0.067 1.141  O9 0.958
11 H 2.013 1.316 1.221  C8 1.093
12 H 1.336 1.490 2.869  C8 1.098
13 H 0.535 2.167 1.442  C8 1.090

E_LUMO   4.05 eV
Net charge   -1
Highest occupied orbital energy   -4.20 eV
Kohn-Sham gap   0.3034 hartree

---

Stability ranking, top entry: 1); the second entry is 7.3 kcal/mol less favorable.

---

1) Density functional theory data (ωB97M-V with the def2-TZVPD basis set) for 2 unconnected molecules or ions with the total composition C6H10N3.

Bonds (Å) are listed after each position.
Positions of all 19 atoms, in Å:
1 C 2.153 0.242 -0.213  C2 1.360, N8 1.373, H10 1.069
2 C 1.782 -1.065 -0.148  C1 1.360, N9 1.372, H11 1.070
3 C 0.052 0.161 0.339  N8 1.320, N9 1.326
4 C -3.202 0.301 -0.498  N7 1.209, H12 1.099, H13 1.090
5 C 1.007 2.427 0.177  N8 1.436, H14 1.091, H15 1.090, H16 1.088
6 C -0.341 -2.280 0.382  N9 1.439, H17 1.090, H18 1.091, H19 1.088
7 N -2.560 0.808 0.392  C4 1.209
8 N 1.045 0.994 0.086  C1 1.373, C3 1.320, C5 1.436
9 N 0.453 -1.095 0.192  C2 1.372, C3 1.326, C6 1.439
10 H 3.093 0.689 -0.457  C1 1.069
11 H 2.348 -1.958 -0.314  C2 1.070
12 H -4.282 0.502 -0.512  C4 1.099
13 H -2.906 -0.342 -1.327  C4 1.090
14 H 1.581 2.761 1.043  C5 1.091
15 H 1.438 2.870 -0.720  C5 1.090
16 H -0.026 2.752 0.288  C5 1.088
17 H -0.784 -2.283 1.377  C6 1.090
18 H -1.143 -2.325 -0.356  C6 1.091
19 H 0.291 -3.159 0.268  C6 1.088

E_LUMO (spin up / spin down)   -6.08 / -4.54 eV
Net charge   +1
Highest occupied orbital energy (spin up / spin down)   -13.69 / -14.09 eV
Kohn-Sham gap (spin up / spin down)   0.2797 / 0.3506 hartree

---

2) Density functional theory data (ωB97M-V with the def2-TZVPD basis set) for 2 unconnected molecules or ions with the total composition C6H10N3.

Bonds (Å) are listed after each position.
Positions of all 19 atoms, in Å:
1 C -2.987 0.466 -1.914  C6 1.453, N7 1.176
2 C -0.129 0.232 -0.227  N8 1.269, N9 1.327
3 C 1.850 0.132 0.866  C4 1.567, N8 1.470, H10 1.014, H11 1.078
4 C 1.790 1.354 -0.113  C3 1.567, N9 1.425, H12 1.086, H13 1.098
5 C 0.048 -1.692 1.190  N8 1.465, H14 1.099, H15 1.150, H16 1.128
6 C -2.667 -0.409 -0.800  C1 1.453, H17 1.057, H18 1.131
7 N -3.224 1.223 -2.783  C1 1.176
8 N 0.482 -0.380 0.702  C2 1.269, C3 1.470, C5 1.465
9 N 0.519 1.264 -0.751  C2 1.327, C4 1.425, H19 0.983
10 H 2.540 -0.583 0.660  C3 1.014
11 H 2.015 0.477 1.874  C3 1.078
12 H 1.857 2.255 0.490  C4 1.086
13 H 2.524 1.405 -0.928  C4 1.098
14 H 0.937 -2.261 1.495  C5 1.099
15 H -0.490 -1.445 2.175  C5 1.150
16 H -0.584 -2.275 0.460  C5 1.128
17 H -2.277 -1.371 -1.001  C6 1.057
18 H -2.719 -0.029 0.264  C6 1.131
19 H 0.515 1.641 -1.659  N9 0.983

E_LUMO (spin up / spin down)   -6.58 / -5.84 eV
Net charge   +1
Highest occupied orbital energy (spin up / spin down)   -13.96 / -14.11 eV
Kohn-Sham gap (spin up / spin down)   0.2714 / 0.3039 hartree

---

3) Density functional theory data (ωB97M-V with the def2-TZVPD basis set) for a gas-phase ion, C6H10N3 (charge +1).

Bonds (Å) are listed after each position.
Positions of all 19 atoms, in Å:
1 C 0.172 2.687 0.062  C3 1.496, N7 1.147
2 C -1.138 -0.234 -1.063  N8 1.261, N9 1.298, H10 1.066
3 C 0.466 1.376 -0.596  C1 1.496, C4 1.559, N9 1.500, H11 1.099
4 C 0.467 0.237 0.469  C3 1.559, C5 1.531, N8 1.536, H12 1.068
5 C 1.729 -0.628 0.525  C4 1.531, H13 1.127, H14 1.149, H15 1.107
6 C -1.240 -1.712 0.877  N8 1.456, H16 1.191, H17 1.129, H18 1.115
7 N -0.250 3.689 0.427  C1 1.147
8 N -0.798 -0.556 0.108  C2 1.261, C4 1.536, C6 1.456
9 N -0.603 0.859 -1.513  C2 1.298, C3 1.500, H19 1.004
10 H -1.918 -0.541 -1.722  C2 1.066
11 H 1.469 1.396 -1.047  C3 1.099
12 H 0.323 0.622 1.455  C4 1.068
13 H 2.042 -0.921 -0.518  C5 1.127
14 H 1.704 -1.656 1.038  C5 1.149
15 H 2.551 0.053 0.817  C5 1.107
16 H -2.247 -2.047 0.336  C6 1.191
17 H -0.453 -2.517 0.962  C6 1.129
18 H -1.527 -1.245 1.848  C6 1.115
19 H -0.749 1.139 -2.466  N9 1.004

E_LUMO   -3.50 eV
Net charge   +1
Highest occupied orbital energy   -15.00 eV
Kohn-Sham gap   0.4226 hartree

---

4) Density functional theory data (ωB97M-V with the def2-TZVPD basis set) for 2 unconnected molecules or ions with the total composition C6H10N3.

Bonds (Å) are listed after each position.
Positions of all 19 atoms, in Å:
1 C 2.758 -0.137 -0.939  C2 1.327, N7 1.411, H10 1.082
2 C 1.662 0.583 -0.733  C1 1.327, N8 1.395, H11 1.026
3 C 1.932 -0.882 0.984  N7 1.339, N8 1.459, H12 1.047
4 C -2.656 -0.414 -0.802  C5 1.273, H13 1.057, H14 1.161
5 C -2.013 -1.139 0.024  C4 1.273, H15 1.051
6 C 0.011 0.763 1.065  N8 1.361, N9 1.359, H16 1.124
7 N 2.929 -1.065 0.110  C1 1.411, C3 1.339, H17 1.026
8 N 1.163 0.273 0.532  C2 1.395, C3 1.459, C6 1.361
9 N -0.718 1.686 0.383  C6 1.359, H18 1.047, H19 1.007
10 H 3.554 -0.035 -1.665  C1 1.082
11 H 1.191 1.322 -1.266  C2 1.026
12 H 1.794 -1.144 1.989  C3 1.047
13 H -3.195 -0.576 -1.697  C4 1.057
14 H -2.618 0.745 -0.751  C4 1.161
15 H -1.551 -1.360 0.942  C5 1.051
16 H -0.277 0.386 2.083  C6 1.124
17 H 3.732 -1.641 0.383  N7 1.026
18 H -0.608 1.662 -0.658  N9 1.047
19 H -1.673 1.739 0.696  N9 1.007

E_LUMO (spin up / spin down)   -3.60 / -4.15 eV
Net charge   +1
Highest occupied orbital energy (spin up / spin down)   -10.91 / -11.63 eV
Kohn-Sham gap (spin up / spin down)   0.2687 / 0.2751 hartree

---

Stability ranking, top entry: 3); the second entry is 69.4 kcal/mol less favorable.